[1]
Below is a molecular structure, C22H50LaN3P3S at a distorted geometry, with properties calculated with ωB97M-V/def2-TZVPD.

Its spin multiplicity is 1. The energy relative to the best compared isomer or geometry (same formula, charge and spin) comes out at 0.0 kJ/mol. As for the HOMO-LUMO gap (alpha / beta): 6.870 / 6.213 eV. The total energy comes out at -67630.4758 eV. Its charge is +3.

Element x y z (Å)
La: -0.1358 -0.0003 -0.3518
P: -1.0094 -1.7607 -2.4778
P: 1.8002 -1.5503 1.2606
P: 2.4770 -0.2287 -1.9990
H: -0.5748 5.0449 -1.1680
C: -0.0613 4.6964 -2.0558
C: -0.7213 3.6606 -2.8459
H: -1.8186 3.6392 -2.8389
C: -2.8268 -2.0226 -2.6050
C: -0.4298 -3.4810 -2.1868
C: -0.5752 -1.5065 -4.2328
C: 3.0934 -0.5686 2.1033
C: 1.1598 -2.4747 2.7096
C: 2.8324 -2.8680 0.4988
C: 2.4081 0.8693 -3.4682
C: 2.9613 -1.7817 -2.8417
C: 4.1035 0.2688 -1.3097
H: 0.6910 5.3208 -2.5200
H: -0.2716 3.5251 -3.8382
H: -3.2537 -1.2529 -3.2597
H: -3.2905 -1.9401 -1.6140
H: -3.0372 -3.0135 -3.0232
H: -0.6361 -3.7907 -1.1524
H: 0.6524 -3.5522 -2.3563
H: -0.9566 -4.1561 -2.8735
H: -0.7411 -0.4513 -4.4892
H: -1.2196 -2.1342 -4.8618
H: 0.4728 -1.7535 -4.4367
H: 3.5741 -1.1935 2.8653
H: 2.6279 0.2966 2.5919
H: 3.8448 -0.2069 1.3942
H: 2.0295 -2.8042 3.2982
H: 0.5721 -3.3463 2.3844
H: 0.5230 -1.8195 3.3227
H: 3.0976 -3.5958 1.2751
H: 3.7460 -2.4521 0.0619
H: 2.2587 -3.3758 -0.2849
H: 3.4232 0.9842 -3.8663
H: 2.0097 1.8530 -3.1860
H: 1.7477 0.4373 -4.2292
H: 3.8583 -1.5817 -3.4419
H: 2.1619 -2.1320 -3.5021
H: 3.1815 -2.5645 -2.1099
H: 4.7671 0.5343 -2.1413
H: 4.5516 -0.5476 -0.7327
H: 3.9836 1.1456 -0.6655
C: 0.3548 2.9813 -0.1989
C: 1.6766 3.6815 -0.1717
C: 1.8195 4.4792 1.0873
C: 0.7284 4.8833 1.8074
C: -0.5594 4.3531 1.5856
C: -0.7336 3.3903 0.5905
S: -0.0030 2.3219 -1.7671
H: 2.5592 3.0727 -0.4406
H: 1.6429 4.4151 -1.0176
H: 2.8176 4.8436 1.3329
H: 0.8333 5.6284 2.5975
H: -1.4158 4.7018 2.1708
H: -1.7401 3.0364 0.3232
C: -4.6412 -0.1103 3.1870
N: -3.1869 0.0981 3.2283
C: -2.7320 1.3525 3.8469
C: -2.3928 -0.5727 2.3445
N: -1.4499 0.0609 1.6250
N: -2.5858 -1.9064 2.1627
C: -3.0792 -2.7438 3.2612
C: -1.8952 -2.6127 1.0782
H: -5.1160 0.6245 2.5129
H: -4.8702 -1.1240 2.8454
H: -5.0257 0.0415 4.2032
H: -3.6078 1.7895 4.3382
H: -1.9523 1.1428 4.6069
H: -2.3568 2.0765 3.1033
H: -1.3751 1.0249 1.9488
H: -3.7531 -2.1733 3.9032
H: -3.6254 -3.5796 2.8081
H: -2.2337 -3.1216 3.8649
H: -0.8757 -2.2011 0.9166
H: -2.4681 -2.5558 0.1360
H: -1.8086 -3.6671 1.3797

Forces on atoms 1 to 6 (eV/Å):
La 0.1 -0.1 0.6
P -0.6 -1.4 -1.3
P 1.3 -0.9 0.9
P 0.8 -0.1 -0.8
H 0.3 0.2 -0.2
C -1.2 2.5 -1.7

=====

[2]
Below is 4 unconnected molecules or ions with the total composition C22H50N2O14P4 at a distorted geometry, with properties calculated with ωB97M-V/def2-TZVPD.

Its SMILES is C#CCCCP(CCCCN)N(C(C)=O)C(C)=O.COP(=O)(OC)OC.COP(=O)(OC)OC.COP(=O)(OC)OC. Its spin multiplicity is 1. As for the HOMO-LUMO gap: 7.128 eV. The total energy comes out at -92424.0991 eV.

Element x y z (Å)
C: -6.4928 0.9552 3.6292
C: -5.4006 0.5817 3.3015
C: -4.1100 0.1684 2.7405
C: -3.2569 1.3911 2.3839
C: -1.7545 1.0667 2.2018
P: -0.5298 2.0716 3.1352
C: -1.2485 2.3581 4.8085
C: -1.6617 1.0499 5.5127
C: -2.7701 1.3650 6.5352
C: -3.2767 0.1397 7.2925
N: -4.2632 -0.6378 6.5185
N: -0.4352 3.6828 2.4755
C: 0.7867 3.8798 1.6990
C: 0.9708 3.2442 0.3489
O: 1.6237 4.5904 2.1613
C: -1.6265 4.1383 1.8078
C: -2.4038 5.2110 2.5369
O: -1.9990 3.7344 0.7397
H: -7.5036 0.9917 3.9540
H: -3.6109 -0.4664 3.4763
H: -4.3201 -0.4505 1.8684
H: -3.6240 1.7587 1.4256
H: -3.4147 2.2022 3.0931
H: -1.5980 0.0436 2.5560
H: -1.4614 1.0521 1.1534
H: -0.4769 2.8694 5.3764
H: -2.1481 2.9700 4.7005
H: -1.9642 0.2634 4.8223
H: -0.8078 0.7232 6.1068
H: -3.5715 1.9363 6.0626
H: -2.2994 2.0386 7.2607
H: -2.4665 -0.5007 7.6386
H: -3.8111 0.5142 8.1673
H: -4.0065 -0.5689 5.5407
H: -5.1612 -0.1738 6.5694
H: 0.0303 3.1341 -0.1793
H: 1.5992 3.9111 -0.2381
H: 1.5071 2.3022 0.4567
H: -1.8310 5.5295 3.4055
H: -3.3561 4.8258 2.8965
H: -2.5069 6.0740 1.8839
C: 1.8588 -1.5462 -4.5209
O: 2.7946 -0.7811 -3.7336
P: 2.6773 -0.9085 -2.1099
O: 1.7172 0.1320 -1.6982
O: 4.2233 -0.5170 -1.8569
C: 5.0936 0.0503 -2.8267
O: 2.7544 -1.9744 -0.8954
C: 1.9817 -3.1929 -1.0337
H: 2.0680 -1.3488 -5.5684
H: 1.9753 -2.6145 -4.3354
H: 0.8357 -1.2423 -4.2929
H: 4.7696 1.0555 -3.0988
H: 5.1680 -0.5754 -3.7128
H: 6.0796 0.1162 -2.3705
H: 2.3211 -3.7575 -1.9027
H: 0.9209 -2.9555 -1.1385
H: 2.1273 -3.7987 -0.1461
C: 2.6463 -10.0323 0.3365
O: 2.2234 -9.5360 -0.9502
P: 3.0534 -8.2618 -1.5901
O: 2.2596 -7.1062 -1.0990
O: 2.6372 -8.7118 -3.0913
C: 1.7190 -9.7449 -3.4269
O: 4.3787 -7.5417 -2.2333
C: 5.5897 -7.5433 -1.4485
H: 1.9943 -10.8592 0.6029
H: 3.6738 -10.3956 0.2962
H: 2.5614 -9.2482 1.0910
H: 0.7087 -9.4814 -3.1141
H: 2.0114 -10.6983 -2.9951
H: 1.7335 -9.8419 -4.5110
H: 5.9313 -8.5623 -1.2593
H: 5.4295 -7.0260 -0.4999
H: 6.3519 -7.0193 -2.0168
C: 1.3934 5.1253 -5.1054
O: 0.5187 5.3713 -3.9878
P: -0.7681 6.3362 -4.2443
O: -0.3020 7.7102 -3.9929
O: -1.6703 5.7128 -3.0743
C: -1.1738 4.8742 -2.0314
O: -2.0579 6.4588 -5.2257
C: -1.8403 6.2351 -6.6317
H: 2.1909 4.4722 -4.7631
H: 0.8587 4.6298 -5.9173
H: 1.8217 6.0631 -5.4639
H: -0.4984 5.4303 -1.3794
H: -0.6741 3.9963 -2.4348
H: -2.0227 4.5405 -1.4442
H: -1.4813 5.2201 -6.8148
H: -1.1210 6.9567 -7.0259
H: -2.7915 6.3659 -7.1387

Forces on atoms 1 to 6 (eV/Å):
C -0.1 -0.6 0.2
C 0.0 0.0 -0.4
C -0.3 0.4 0.6
C 0.3 -0.1 -1.0
C -0.9 0.1 0.5
P 1.7 -0.6 0.4

=====

[3]
Below is a molecular structure, C22H50N3P3PtSe at a distorted geometry, with properties calculated with ωB97M-V/def2-TZVPD.

Its spin multiplicity is 5. The energy relative to the best compared isomer or geometry (same formula, charge and spin) comes out at 61.5 kJ/mol. As for the HOMO-LUMO gap (alpha / beta): 7.298 / 4.905 eV. The total energy comes out at -124512.4057 eV. Its charge is +4.

Element x y z (Å)
Pt: -0.1295 -1.4912 -1.0174
P: -1.4032 -3.1043 0.1565
P: 1.3920 -1.0906 0.7013
P: 1.5947 -1.8914 -2.5857
H: -1.1520 0.7607 -2.0269
C: -0.9754 -0.2383 -2.4352
C: -1.9300 -1.2587 -2.0528
H: -2.7552 -0.9511 -1.4047
C: -2.6412 -2.2522 1.1904
C: -0.4356 -4.2453 1.1948
C: -2.2925 -4.2410 -0.9590
C: 2.4096 0.4141 0.5834
C: 0.4779 -0.8185 2.2514
C: 2.5879 -2.4358 1.0184
C: 1.1682 -1.7611 -4.3518
C: 2.1106 -3.6201 -2.3491
C: 3.1053 -0.8671 -2.4841
H: -0.5940 -0.2816 -3.4546
H: -2.1335 -2.0698 -2.7520
H: -2.3771 -1.1984 1.3911
H: -2.7496 -2.7863 2.1452
H: -3.6037 -2.2609 0.6607
H: -0.0810 -3.7547 2.1075
H: 0.4230 -4.6177 0.6225
H: -1.0653 -5.1041 1.4696
H: -3.2185 -3.7748 -1.3161
H: -2.5252 -5.1715 -0.4263
H: -1.6624 -4.4752 -1.8249
H: 3.2216 0.3568 1.3230
H: 1.7997 1.3025 0.7885
H: 2.8541 0.5333 -0.4081
H: 1.1385 -0.3449 2.9900
H: 0.0837 -1.7518 2.6711
H: -0.3639 -0.1349 2.0500
H: 3.1283 -2.2085 1.9476
H: 3.3185 -2.5062 0.2037
H: 2.0790 -3.3994 1.1320
H: 1.9280 -2.2915 -4.9419
H: 1.1522 -0.7094 -4.6635
H: 0.1867 -2.2114 -4.5389
H: 2.7745 -3.9071 -3.1735
H: 1.2220 -4.2639 -2.3545
H: 2.6339 -3.7443 -1.3950
H: 3.7333 -1.0567 -3.3656
H: 3.6855 -1.1100 -1.5864
H: 2.8377 0.1979 -2.4789
C: 1.8765 3.3599 -1.7369
C: 0.8587 2.6204 -2.3645
C: 1.0471 2.1430 -3.6653
C: 2.2690 2.3499 -4.3251
C: 3.2975 3.0527 -3.6784
C: 3.1068 3.5463 -2.3849
Se: 1.6002 4.1536 -0.0124
H: 0.8497 5.2697 -0.5887
H: -0.0850 2.4524 -1.8393
H: 0.2366 1.6203 -4.1842
H: 2.4056 1.9726 -5.3463
H: 4.2453 3.2277 -4.1878
H: 3.8888 4.1063 -1.8738
C: -2.1729 3.8322 1.1501
N: -2.1908 3.3357 2.5166
C: -3.0756 4.0961 3.3912
C: -2.1155 1.9617 2.7243
N: -2.1184 1.0529 1.7953
N: -2.0303 1.6178 4.0667
C: -1.1183 2.3657 4.9156
C: -2.1030 0.2094 4.3884
H: -2.1901 4.9265 1.1841
H: -3.0478 3.4756 0.5806
H: -1.2503 3.5092 0.6484
H: -3.0731 3.6533 4.3864
H: -2.7125 5.1279 3.4453
H: -4.1073 4.1144 3.0097
H: -2.2083 1.4698 0.8664
H: -1.4475 2.2699 5.9587
H: -0.0847 1.9806 4.8481
H: -1.1187 3.4201 4.6290
H: -1.1500 -0.3097 4.2055
H: -2.3587 0.1095 5.4475
H: -2.8805 -0.2565 3.7776

Forces on atoms 1 to 6 (eV/Å):
Pt 1.0 0.6 2.1
P 0.0 -1.2 -0.5
P 0.4 -0.4 0.5
P 0.8 -1.5 -0.8
H 0.2 -0.4 -0.2
C -3.0 0.1 -0.6

=====

[4]
Below is a molecular structure, C22H51AlBrCl2N8O8P2 at a distorted geometry, with properties calculated with ωB97M-V/def2-TZVPD.

Its spin multiplicity is 1. As for the HOMO-LUMO gap: 5.581 eV. The total energy comes out at -172205.1174 eV. Its charge is -1.

Element x y z (Å)
C: 0.5461 6.3142 -2.8395
C: 1.9031 5.4712 -2.8070
Cl: 3.3049 6.6929 -3.0001
C: 2.0988 4.5473 -1.5078
Cl: 0.7672 4.7597 -0.2275
Al: 2.1975 2.5525 -2.0148
O: 2.2349 1.6059 -0.3568
C: 0.9680 0.9802 -0.3093
N: -0.1739 0.7589 0.0387
P: 0.3884 1.8756 -3.3602
N: 0.5285 2.6384 -4.7939
P: 4.1652 1.9596 -3.1305
O: 4.3652 0.2559 -2.7499
Br: 3.8860 1.9728 -5.4006
H: 0.5723 7.2833 -2.2308
H: 0.3893 6.6414 -3.9385
H: -0.3867 5.7322 -2.5474
H: 1.8808 4.7549 -3.7169
H: 3.0850 4.8039 -0.9602
H: 0.4796 0.4499 -3.6184
H: -0.8598 2.2484 -2.7350
H: -0.3428 3.1967 -4.9396
H: 3.4411 -0.0952 -2.8277
C: -2.7787 -1.6121 3.9501
O: -3.4090 -1.8707 2.9404
N: -1.7532 -0.7202 4.0315
C: -1.0509 -0.4699 5.2717
C: -1.3509 0.0021 2.8367
H: -3.0012 -2.1030 4.9123
H: -1.1532 0.5866 5.5324
H: 0.0061 -0.7127 5.1352
H: -1.4564 -1.0792 6.0816
H: -2.2021 0.5759 2.4629
H: -1.0484 -0.7141 2.0705
H: -0.5222 0.6759 3.0560
C: 6.2565 4.3043 -1.1400
O: 5.7512 3.7755 -2.1121
N: 7.0922 3.6868 -0.2545
C: 7.6573 4.3806 0.8831
C: 7.4235 2.2898 -0.4619
H: 6.0685 5.3627 -0.8927
H: 8.7481 4.3571 0.8095
H: 7.3423 3.8765 1.8007
H: 7.3232 5.4190 0.9130
H: 7.9022 2.1762 -1.4380
H: 6.5047 1.6981 -0.4522
H: 8.0964 1.9357 0.3205
C: -1.3798 -6.1485 2.9229
O: -0.5345 -5.4034 3.3885
N: -2.3985 -5.7711 2.1018
C: -3.3642 -6.7189 1.5903
C: -2.5220 -4.3729 1.7262
H: -1.3811 -7.2296 3.1427
H: -3.3235 -6.7121 0.4990
H: -4.3625 -6.4214 1.9211
H: -3.1527 -7.7278 1.9511
H: -1.6085 -4.0594 1.2139
H: -2.6419 -3.7710 2.6282
H: -3.3802 -4.2259 1.0695
C: 1.8626 -1.8612 7.9193
O: 2.1451 -0.7777 8.3969
N: 2.6597 -2.5893 7.0866
C: 2.2505 -3.8754 6.5576
C: 3.9581 -2.0596 6.7187
H: 0.8999 -2.3535 8.1345
H: 2.9672 -4.6365 6.8772
H: 2.2352 -3.8237 5.4662
H: 1.2565 -4.1475 6.9159
H: 4.5516 -1.9052 7.6235
H: 3.8240 -1.0966 6.2198
H: 4.4776 -2.7488 6.0521
C: -2.3576 5.2653 -4.3924
O: -1.3825 4.5476 -4.5001
N: -3.5213 5.1216 -5.0896
C: -4.6435 6.0179 -4.9077
C: -3.6365 4.0354 -6.0436
H: -2.3736 6.1193 -3.6952
H: -5.5105 5.4408 -4.5752
H: -4.8711 6.5024 -5.8610
H: -4.4163 6.7827 -4.1633
H: -3.4925 3.0850 -5.5236
H: -2.8567 4.1405 -6.8022
H: -4.6172 4.0477 -6.5211
C: -5.4037 -5.1495 -1.6083
O: -4.6220 -4.8169 -0.7382
N: -5.1470 -6.0574 -2.5940
C: -6.1317 -6.4023 -3.5983
C: -3.8462 -6.6970 -2.6373
H: -6.4188 -4.7237 -1.6670
H: -6.3414 -7.4735 -3.5388
H: -5.7316 -6.1628 -4.5869
H: -7.0585 -5.8475 -3.4438
H: -3.6800 -7.2349 -1.7007
H: -3.0736 -5.9313 -2.7429
H: -3.7896 -7.3932 -3.4750

Forces on atoms 1 to 6 (eV/Å):
C -0.2 0.7 -1.1
C -1.5 -0.6 0.3
Cl -0.8 -0.9 0.1
C 1.2 0.4 -0.2
Cl 0.7 0.0 -0.5
Al -0.6 0.2 0.8

=====

[5]
Below is 3 unconnected molecules or ions with the total composition C22H51BBrN6O8P2 at a distorted geometry, with properties calculated with ωB97M-V/def2-TZVPD.

Its spin multiplicity is 1. As for the HOMO-LUMO gap: 6.421 eV. The total energy comes out at -138247.4030 eV. Its charge is -1.

Element x y z (Å)
C: -4.0540 2.3003 3.8539
C: -3.0907 2.9708 3.0389
C: -1.6991 3.6350 2.4969
C: -0.7703 2.6554 1.5472
C: 0.4597 1.9062 2.3513
P: 0.0323 0.2097 3.1553
O: -0.6779 1.2647 4.4006
C: -0.5589 -1.1601 4.3371
C: -0.0563 -1.1080 5.8835
C: 1.8597 0.3457 3.7878
C: 2.8826 -0.8457 3.3582
C: 2.7679 -2.2682 4.1425
Br: 3.8221 -2.1957 5.8890
O: -1.6645 0.1412 2.6120
C: -2.0071 -0.9491 1.6376
C: -2.9308 -2.2199 2.2136
C: -3.6628 -3.1173 1.0681
C: -5.3209 -3.2404 1.2572
P: -3.3903 -0.0615 0.6050
N: -3.3292 -0.3622 -0.9781
C: -0.5965 -1.3701 0.9607
C: -0.1797 -0.9436 -0.5577
O: 0.0625 0.4878 -0.7801
C: 0.0063 0.6221 -2.2739
C: 1.0102 1.7754 -2.8644
O: 0.3582 2.4839 -3.9972
C: 0.3615 1.6647 -5.2199
C: -1.1322 1.8349 -5.9260
B: -0.1080 -2.9771 0.9678
N: -0.6315 -3.9324 -0.1286
O: 0.7765 -3.5773 1.9819
O: 0.5112 -0.8061 1.8023
H: -4.7697 1.7494 4.6351
H: -1.0548 4.1113 3.3818
H: -2.0093 4.5612 1.8154
H: -0.2031 3.4313 0.8307
H: -1.3615 1.9761 0.8074
H: 0.7379 2.6910 3.2086
H: 1.3272 1.8188 1.5345
H: 0.0425 1.6399 4.9861
H: -0.3972 -2.2668 3.9240
H: -1.7463 -1.0455 4.4130
H: -0.4959 -0.2191 6.5312
H: 1.0973 -1.1306 6.0595
H: -0.4776 -2.0958 6.4071
H: 1.9276 0.5497 4.9634
H: 2.3959 1.3223 3.3473
H: 3.0395 -0.9791 2.1814
H: 3.9559 -0.4266 3.6951
H: 1.7064 -2.7247 4.2646
H: 3.3820 -3.0566 3.4870
H: -3.7974 -1.6872 2.8387
H: -2.3318 -2.8681 3.0144
H: -3.3566 -2.8652 -0.0465
H: -3.2806 -4.2376 1.2337
H: -5.6883 -2.8141 2.2936
H: -5.8486 -2.5792 0.4149
H: -5.6879 -4.3564 1.0671
H: -3.4262 1.3644 0.7867
H: -4.7009 -0.5389 1.0673
H: -4.1967 -0.8697 -1.3163
H: -0.9400 -1.4317 -1.3392
H: 0.8590 -1.4879 -0.7843
H: -1.1237 0.8120 -2.5606
H: 0.3065 -0.3998 -2.8041
H: 1.9641 1.2410 -3.2846
H: 1.3329 2.5504 -2.0364
H: 1.1480 2.0106 -6.0154
H: 0.5535 0.5068 -5.0198
H: -1.1782 2.7256 -6.7025
H: -1.9381 2.0071 -5.0648
H: -1.4342 0.8599 -6.5153
H: -0.3554 -4.9161 0.1692
H: -0.0540 -3.7559 -0.9913
H: 1.7353 -3.4948 1.6828
C: 1.6509 0.0462 -8.5193
O: 1.0399 0.9745 -8.0145
N: 1.2175 -1.2269 -8.4706
N: 2.8165 0.2075 -9.1727
H: 1.7152 -1.9973 -8.8841
H: 0.3455 -1.4013 -7.9903
H: 3.1852 1.1464 -9.2372
H: 3.3260 -0.5523 -9.5914
C: 4.7625 2.5422 -1.5178
O: 4.2077 1.4829 -1.7633
N: 5.6041 2.7033 -0.4801
N: 4.5852 3.6499 -2.2614
H: 6.0651 3.5728 -0.2710
H: 5.7710 1.8999 0.1101
H: 3.9615 3.5809 -3.0537
H: 5.0387 4.5263 -2.0656

Forces on atoms 1 to 6 (eV/Å):
C 6.8 4.6 -5.0
C -5.6 -4.8 6.8
C -1.0 0.3 -0.7
C 1.2 1.3 -0.5
C -1.0 1.8 -2.4
P -0.2 1.3 1.4

=====

> Among the records above, which one has the highest total energy?

C22H50LaN3P3S

=====

> Which of these has the lowest total energy?

C22H51AlBrCl2N8O8P2

=====

> total energy of number 1 (C22H50LaN3P3S)?

-67630.4758 eV